Formula: C16H38N4O2PS2Ti
Source: the OMol25 dataset
Level of theory: the ωB97M-V functional and the def2-TZVPD basis

Summary:
Kohn-Sham gap = 6.9 eV
E = -81316.534 eV
Net charge = +3
Highest occupied orbital energy = -18.14 eV
Strongest force on any atom = 1.7 eV Å⁻¹

Element x y z (Å)
H1 2.864 3.252 0.227
O1 1.139 -2.462 1.362
H2 0.373 -3.871 3.752
H3 -3.064 2.836 -1.690
C1 -3.526 -3.109 1.182
C2 -0.750 -0.360 -3.278
H4 -0.138 4.374 1.038
H5 -1.063 2.289 -2.816
Ti1 0.303 1.015 -0.986
H6 1.887 -0.568 -3.730
H7 3.622 1.242 -0.892
H8 1.389 3.781 -2.396
H9 -4.556 -3.234 1.519
H10 -2.407 -1.113 3.804
H11 -2.675 0.652 -3.347
H12 3.874 1.036 -2.623
H13 -2.340 -0.168 -1.809
H14 2.062 -4.018 4.241
H15 -3.107 -0.584 2.251
N1 0.347 -0.530 -2.263
H16 2.352 -0.815 -0.705
H17 -3.196 -4.052 0.751
C3 1.440 -1.329 3.549
H18 1.680 -0.414 3.004
C4 -0.443 3.430 0.589
N2 -1.315 1.678 -2.034
H19 0.391 -1.314 3.850
H20 1.775 4.570 -0.154
H21 3.629 -1.186 -1.812
H22 -1.090 -1.336 -3.627
C5 2.138 3.244 -1.814
H23 -4.087 -1.471 3.412
C6 1.773 -2.558 2.747
C7 -1.408 3.703 -0.571
H24 -2.713 -3.491 3.128
H25 -0.010 -1.369 -1.632
C8 -2.198 2.507 -1.117
C9 -3.083 -1.384 2.994
N3 0.845 2.678 0.231
C10 3.156 0.900 -1.815
O2 -1.226 -2.663 2.047
H26 -2.137 4.423 -0.195
S1 -0.550 -0.077 0.777
C11 -1.899 0.404 -2.625
H27 -0.942 2.842 1.358
H28 1.661 -2.078 -2.853
H29 1.778 1.689 -3.093
P1 -0.310 -2.303 0.884
H30 2.045 -1.339 4.457
N4 1.954 1.777 -2.093
C12 1.688 -0.994 -2.744
S2 -0.665 -3.029 -0.859
C13 2.734 -0.571 -1.711
H31 -3.523 -2.342 0.404
H32 -0.899 4.225 -1.388
H33 1.548 -4.702 2.704
H34 1.173 2.302 1.118
H35 -0.349 0.184 -4.135
H36 2.824 -2.571 2.469
C14 1.398 -3.868 3.387
H37 -2.546 1.852 -0.320
C15 1.967 3.513 -0.331
C16 -2.714 -2.704 2.379
H38 3.120 3.578 -2.153

***

Formula: C18H19Br2F4N4SSe2TaTe2
Source: the OMol25 dataset
Level of theory: the ωB97M-V functional and the def2-TZVPD basis

Summary:
Kohn-Sham gap (spin up / spin down) = 4.0 / 4.0 eV
E = -333537.531 eV
Net charge = +2
Highest occupied orbital energy (spin up / spin down) = -12.60 / -12.60 eV
Strongest force on any atom = 3.0 eV Å⁻¹

Element x y z (Å)
H1 -3.008 4.110 -0.379
N1 1.346 -2.123 0.627
Ta1 0.919 -0.162 -0.119
H2 -0.018 6.153 -0.567
C1 -3.662 -0.102 5.021
N2 -0.502 -3.550 0.837
H3 -0.354 5.858 -2.324
Br1 -2.511 -0.236 6.608
H4 4.699 -4.935 0.558
C2 -2.088 4.610 -0.131
H5 -0.195 2.890 -2.326
H6 3.420 -0.335 1.547
Se1 0.359 0.075 2.287
C3 -0.499 2.989 -1.241
F1 0.848 -1.600 -1.882
F2 -3.714 0.161 -1.456
H7 -1.857 1.956 0.199
C4 -0.990 -2.654 -2.870
H8 0.454 2.938 -0.644
H9 -2.605 -3.385 -4.066
C5 -1.391 -0.571 -1.600
H10 -2.276 5.682 -0.206
C6 4.527 -3.885 0.611
H11 6.472 -3.294 1.152
H12 -3.830 -1.115 4.585
H13 0.920 4.909 -1.580
C7 -3.207 -1.824 -2.691
H14 -1.100 -2.926 1.316
Se2 2.616 0.812 -1.434
Br2 -5.379 0.770 5.384
C8 -1.394 1.880 -0.827
C9 5.086 -1.580 1.115
F3 -4.538 -1.878 -3.112
H15 -2.247 1.997 -1.496
C10 -0.555 -1.683 -1.994
F4 -0.005 -3.473 -3.370
C11 3.225 -3.507 0.211
C12 0.740 -3.260 0.476
C13 -2.335 -2.707 -3.279
N3 -0.995 4.339 -1.057
C14 3.730 -1.263 1.109
C15 5.449 -2.943 0.974
H16 -1.832 4.346 0.895
N4 -0.699 0.581 -1.107
C16 -2.816 -0.818 -1.802
Te1 1.343 2.604 1.833
S1 1.850 -4.474 -0.122
H17 -3.104 0.564 4.427
Te2 4.002 2.213 0.518
H18 -0.801 -4.522 0.869
C17 -0.088 5.416 -1.399
H19 5.786 -0.827 1.313
C18 2.804 -2.222 0.611